The following is a quantum chemistry calculation of a cluster of 2 separate species, H3NOP2 in total, from the Open Molecules 2025 dataset.

Structure (XYZ):
```
7
Properties=species:S:1:pos:R:3:forces:R:3
N -1.830 0.589 0.087 -1.9867 -0.4346 1.0724
O -3.038 0.518 -0.036 1.1260 0.6546 -0.1223
P 1.046 0.346 1.000 0.7568 1.7922 -0.9541
P -0.485 0.058 -0.557 0.4453 -0.9368 -0.5023
H 1.293 -0.765 1.749 -0.6543 -1.4183 0.5340
H 1.941 -0.145 -0.004 0.0369 0.4152 0.2513
H 1.073 -0.601 -2.238 0.2761 -0.0723 -0.2789
```
Positions in Å, forces in eV/Å.

Properties
gap between HOMO and LUMO (spin up / spin down): 0.27521 / 0.27021 Eh
E_tot: -22157.0879 eV
spin multiplicity: 3
energy above the lowest of the compared OMol25 structures with the same formula, charge and spin: 44.5 kcal/mol
total charge: 0
max |F|: 2.30 eV/A
HOMO level (spin up / spin down): -8.326 / -9.015 eV
<S²>: 2.03